Model A:
{
  "formula": "C4H8O3",
  "method": "wB97M-V/def2-TZVPD",
  "lumo_energy_ha": 0.0243,
  "gap_ev": 11.33,
  "elements": ["C", "O", "C", "O", "C", "C", "O", "H", "H", "H", "H", "H", "H", "H", "H"],
  "positions_angstrom": [[1.4208, 0.7288, -0.5396], [0.6838, -0.4185, 1.7256], [-0.1735, -1.0759, 0.9292], [-0.1179, -2.2571, 0.7061], [-1.1203, -0.1244, 0.2600], [-0.1842, 0.6553, -0.7564], [-2.1948, -0.7868, -0.3461], [1.9052, -0.1938, -0.1743], [1.8199, 1.5105, 0.1353], [1.8905, 0.9173, -1.5078], [-1.5474, 0.5358, 1.0324], [0.6106, 0.5130, 1.4474], [-0.6591, 1.6351, -0.9215], [-0.3363, 0.0993, -1.6834], [-1.9974, -1.7386, -0.3069]]
}


Model B:
{
  "formula": "C4H8O3",
  "method": "wB97M-V/def2-TZVPD",
  "lumo_energy_ha": [-0.0140, -0.0142],
  "gap_ev": [6.87, 6.86],
  "elements": ["C", "O", "C", "O", "C", "C", "O", "H", "H", "H", "H", "H", "H", "H", "H"],
  "positions_angstrom": [[1.7743, 1.8598, -0.7838], [1.5661, 0.9864, 0.3155], [0.5775, 0.0652, 0.1935], [0.0683, -0.1475, -0.9431], [0.1500, -0.5483, 1.3725], [-1.8904, -0.9178, -0.1352], [-2.2084, -2.0538, 0.4388], [0.9939, 2.6300, -0.8134], [2.7437, 2.3322, -0.6105], [1.7817, 1.3197, -1.7324], [-0.0573, -1.6095, 1.3295], [0.5471, -0.1850, 2.3163], [-2.1360, -0.0360, 0.4324], [-1.8447, -0.9002, -1.2123], [-2.0658, -2.7952, -0.1680]]
}


Q: Which of them is the most stable? A: model A.


Model A:
{
  "formula": "C6H9N2S",
  "method": "wB97M-V/def2-TZVPD",
  "total_charge": 1,
  "lumo_energy_ha": [-0.2252, -0.2110],
  "gap_ev": [6.95, 6.95],
  "elements": ["C", "C", "C", "C", "C", "C", "N", "N", "S", "H", "H", "H", "H", "H", "H", "H", "H", "H"],
  "positions_angstrom": [[-1.6699, -1.1703, -2.1147], [-1.3235, 0.0417, -2.6200], [-1.0198, 0.1341, -0.4467], [-0.2959, 0.5028, 0.7990], [1.1822, -0.0500, 0.6781], [1.9486, 0.3677, 1.9531], [-1.5112, -1.0667, -0.7746], [-0.9119, 0.8454, -1.6581], [1.7879, 0.5761, -0.8988], [-1.8953, -2.1513, -2.5772], [-0.2037, 1.5094, 0.8844], [-0.7900, 0.1008, 1.6790], [1.1088, -1.1176, 0.2798], [1.6394, -0.3041, 2.7679], [1.4392, 1.2470, 2.2224], [3.0293, 0.5286, 1.7132], [-1.8443, -1.7961, -0.0855], [-0.6699, 1.8024, -1.8014]]
}


Model B:
{
  "formula": "C6H9N2S",
  "method": "wB97M-V/def2-TZVPD",
  "total_charge": 1,
  "lumo_energy_ha": -0.1912,
  "gap_ev": 8.74,
  "elements": ["C", "C", "C", "C", "C", "C", "N", "N", "S", "H", "H", "H", "H", "H", "H", "H", "H", "H"],
  "positions_angstrom": [[1.4510, -1.4673, -0.0297], [1.5330, 0.7246, -0.2141], [-1.6219, -0.1822, 1.6171], [-1.4986, -0.5284, 0.3957], [1.1188, 2.1384, -0.2697], [-1.9329, -0.9730, -0.8804], [2.7308, -1.3696, -0.1846], [0.7507, -0.3136, -0.0476], [3.1684, 0.1832, -0.3635], [0.9611, -2.4146, 0.1009], [-0.8286, 0.1241, 2.2772], [-2.6062, -0.1814, 2.0756], [1.9577, 2.7656, -0.5556], [0.3092, 2.2728, -0.9855], [0.7571, 2.4711, 0.7038], [-1.5913, -0.3199, -1.6829], [-1.6275, -1.9985, -1.0834], [-3.0307, -0.9314, -0.8731]]
}


Q: Which of them is the most stable? A: model B.


Model A:
{
  "formula": "H3NO2S",
  "method": "wB97M-V/def2-TZVPD",
  "lumo_energy_ha": 0.0167,
  "gap_ev": 9.56,
  "elements": ["N", "O", "O", "S", "H", "H", "H"],
  "positions_angstrom": [[0.0400, 0.8758, -1.0881], [0.2038, -1.5985, 1.4791], [0.7132, -0.3619, -0.8028], [-0.1226, -1.6024, -0.2056], [-0.7762, 0.8002, -0.3475], [-0.2696, 0.7936, -2.0650], [1.0069, -2.1341, 1.8192]]
}


Model B:
{
  "formula": "H3NO2S",
  "method": "wB97M-V/def2-TZVPD",
  "lumo_energy_ha": -0.0081,
  "gap_ev": 10.27,
  "elements": ["N", "O", "O", "S", "H", "H", "H"],
  "positions_angstrom": [[0.4946, 0.6029, -0.5605], [-1.6386, -0.5278, 1.6263], [-0.3326, -1.9320, 0.0618], [-0.3035, -0.9780, 1.1755], [0.6746, 1.4825, -0.0399], [1.3663, 0.3741, -1.0192], [-0.2609, 0.9781, -1.2440]]
}


Model C:
{
  "formula": "H3NO2S",
  "method": "wB97M-V/def2-TZVPD",
  "lumo_energy_ha": 0.0107,
  "gap_ev": 9.92,
  "elements": ["N", "O", "O", "S", "H", "H", "H"],
  "positions_angstrom": [[-1.4426, 0.2909, 0.0698], [-0.4952, -0.5172, -0.4784], [2.0820, 0.7385, -0.0430], [1.1782, -0.4014, 0.2432], [-1.1815, 1.2207, -0.3498], [-1.4236, 0.2347, 1.1409], [1.2827, -1.5661, -0.5828]]
}


Q: Which of them is the most stable? A: model B.


Model A:
{
  "formula": "H3NO2S",
  "method": "wB97M-V/def2-TZVPD",
  "lumo_energy_ha": [-0.0290, -0.0122],
  "gap_ev": [9.44, 8.41],
  "elements": ["N", "O", "O", "S", "H", "H", "H"],
  "positions_angstrom": [[-0.8664, -0.2454, 0.2294], [2.4186, 0.9812, -0.1393], [0.9926, -1.1820, -0.6519], [1.9778, -0.5863, 0.2799], [-1.3565, -1.1361, -0.0549], [-1.4479, 0.3759, -0.2997], [1.5944, 1.6017, -0.2596]]
}


Model B:
{
  "formula": "H3NO2S",
  "method": "wB97M-V/def2-TZVPD",
  "lumo_energy_ha": 0.0123,
  "gap_ev": 9.18,
  "elements": ["N", "O", "O", "S", "H", "H", "H"],
  "positions_angstrom": [[-0.1997, 1.5066, 0.4987], [0.5726, -1.8819, -0.3000], [-0.1866, 0.7637, -0.6191], [-0.7189, -1.0510, -0.5157], [0.5879, 1.4434, 1.1184], [-1.1231, 1.4340, 1.0121], [1.0677, -2.2147, -1.1943]]
}


Q: Which of them is the most stable? A: model B.